# 1
ORCA calculation (ωB97M-V/def2-TZVPD) on an isolated molecule of CH2O3 at a distorted geometry.

structure (SMILES)	O=C(O)O
max |F|	3.6	eV/Å
multiplicity	1
energy above the lowest of the compared OMol25 structures with the same formula, charge and spin	48.6	kJ/mol
molecular weight	62.02	g/mol
gap between HOMO and LUMO	11.86	eV

Each line ends with the Mulliken charge.
Geometry (Å):
O (0.1646, 0.2960, -1.3028)  -0.455
C (0.0281, -0.0516, -0.1882)  0.688
O (1.0675, -0.1647, 0.6213)  -0.416
O (-1.0998, -0.0992, 0.6292)  -0.512
H (0.6263, -0.3124, 1.4505)  0.345
H (-1.8537, 0.3644, 0.0973)  0.351

***

# 2
ORCA calculation (ωB97M-V/def2-TZVPD) on a cluster of 2 separate species, C5H14 in total at a distorted geometry.

structure (SMILES)	CCC.CC
max |F|	1.8	eV/Å
multiplicity	1
energy above the lowest of the compared OMol25 structures with the same formula, charge and spin	27.9	kJ/mol
molecular weight	74.17	g/mol
gap between HOMO and LUMO	12.54	eV

Each line ends with the Mulliken charge.
Geometry (Å):
C (-1.1615, 0.7051, -2.9587)  -1.106
C (-1.7832, -0.2725, -1.9324)  -0.322
C (-0.9138, -0.4060, -0.6719)  -1.078
H (-0.2001, 0.2634, -3.2191)  0.300
H (-0.9855, 1.6888, -2.5307)  0.310
H (-1.7577, 0.7315, -3.8648)  0.319
H (-2.8215, -0.0950, -1.6707)  0.353
H (-1.7130, -1.2279, -2.4410)  0.257
H (0.1333, -0.4400, -0.9488)  0.341
H (-0.9983, 0.4908, -0.0706)  0.278
H (-1.2530, -1.2682, -0.1071)  0.338
C (1.6245, -0.6161, 3.0516)  -0.784
C (1.7417, 0.5896, 2.1516)  -0.725
H (1.2563, -1.4602, 2.4552)  0.237
H (2.5649, -0.9301, 3.4830)  0.290
H (0.8995, -0.4886, 3.8611)  0.261
H (0.8437, 0.8689, 1.5947)  0.144
H (2.1475, 1.5213, 2.5319)  0.328
H (2.3764, 0.3452, 1.2868)  0.258

***

# 3
ORCA calculation (ωB97M-V/def2-TZVPD) on the ion C5H12N with charge +1 at a distorted geometry.

structure (SMILES)	C/C=C\CC[NH3+]
charge	+1
max |F|	3.1	eV/Å
multiplicity	1
energy above the lowest of the compared OMol25 structures with the same formula, charge and spin	150.2	kJ/mol
molecular weight	86.16	g/mol
gap between HOMO and LUMO	9.31	eV

Each line ends with the Mulliken charge.
Geometry (Å):
C (-0.0905, 0.5899, -2.2395)  -1.146
C (-0.8473, 1.3035, -1.1411)  -0.081
C (-0.6059, 1.1530, 0.1598)  -0.498
C (0.6600, 0.5699, 0.7241)  -0.487
C (0.4255, -0.5952, 1.6616)  -0.689
N (-0.1119, -1.8051, 0.9303)  -0.284
H (-0.1235, -0.4871, -2.0901)  0.228
H (0.9299, 0.9622, -2.3410)  0.332
H (-0.5918, 0.7756, -3.1853)  0.358
H (-1.4864, 2.1202, -1.4495)  0.412
H (-1.3543, 1.4805, 0.8786)  0.376
H (1.3538, 0.3313, -0.0864)  0.323
H (1.2750, 1.2857, 1.2778)  0.331
H (-0.0194, -0.5700, 2.6546)  0.383
H (1.4393, -0.8817, 1.9611)  0.371
H (-1.0213, -1.5249, 0.5413)  0.346
H (-0.3226, -2.5757, 1.5674)  0.360
H (0.4912, -2.1322, 0.1762)  0.364

***

# 4
ORCA calculation (ωB97M-V/def2-TZVPD) on a cluster of 11 separate species, C38H99F12N10O18S4 in total at a distorted geometry.

charge	+5
max |F|	9.0	eV/Å
multiplicity	1
molecular weight	1340.51	g/mol
gap between HOMO and LUMO	4.00	eV

Each line ends with the Mulliken charge.
Geometry (Å):
C (-4.0250, -1.7604, 0.6622)  0.653
F (-3.6830, -2.7388, -0.1425)  -0.200
F (-5.3455, -1.5593, 0.5946)  -0.220
F (-3.6451, -2.0079, 1.9149)  -0.218
S (-3.1511, -0.1009, 0.0621)  0.895
O (-3.5103, 0.0239, -1.3425)  -0.539
O (-3.6937, 0.8247, 1.0173)  -0.631
N (-1.4881, -0.4465, 0.4545)  -0.311
S (-0.8299, -0.4010, -0.8695)  1.056
O (-0.8717, -1.6711, -1.7176)  -0.689
O (-1.0718, 0.8813, -1.6023)  -0.699
C (0.9879, -0.3896, -0.3600)  0.547
F (1.2174, 0.7005, 0.3699)  -0.214
F (1.2542, -1.4926, 0.3122)  -0.220
F (1.7848, -0.4165, -1.4431)  -0.208
C (-3.3537, -6.3577, 6.7900)  0.639
F (-3.0586, -6.5652, 5.4402)  -0.253
F (-3.8624, -5.1592, 6.9511)  -0.203
F (-4.1866, -7.3349, 7.1246)  -0.212
S (-1.7458, -6.5148, 7.9507)  0.942
O (-1.9875, -5.5407, 9.0659)  -0.646
O (-1.7121, -7.9066, 8.3728)  -0.541
N (-0.4677, -5.9055, 6.9392)  -0.374
S (0.5400, -7.1160, 6.8227)  1.008
O (1.0765, -7.5597, 8.1174)  -0.604
O (0.0891, -8.1653, 5.9158)  -0.619
C (2.1320, -6.2350, 5.9321)  0.517
F (2.9800, -7.2623, 5.5951)  -0.208
F (1.7283, -5.5804, 4.8148)  -0.228
F (2.7058, -5.3502, 6.8215)  -0.218
C (5.6173, 12.6814, 3.2957)  -1.137
C (6.0248, 11.0887, 3.6866)  0.014
C (5.6228, 10.1430, 2.5638)  -0.692
O (5.9461, 8.8020, 2.9546)  -0.334
C (5.6411, 7.7544, 2.0348)  -0.728
N (7.5075, 10.9593, 3.8231)  -0.315
H (7.8944, 10.0473, 4.0194)  0.344
H (8.0413, 11.3765, 3.0741)  0.347
H (7.8920, 11.4890, 4.5923)  0.367
H (6.0058, 13.3775, 4.0391)  0.382
H (4.5573, 12.8714, 3.1272)  0.352
H (6.1508, 12.8631, 2.3627)  0.383
H (5.6182, 10.6495, 4.5976)  0.326
H (6.2698, 10.3338, 1.7076)  0.367
H (4.5854, 10.2056, 2.2351)  0.460
H (4.5806, 7.5092, 1.9755)  0.282
H (6.1787, 6.9011, 2.4482)  0.260
H (5.9126, 7.9734, 1.0021)  0.321
C (-0.7399, 0.2645, 7.7567)  -1.322
C (-0.5917, 0.6454, 6.2950)  0.196
C (0.4331, 1.7263, 6.0053)  -0.822
O (1.7276, 1.2303, 6.4996)  -0.345
C (2.7521, 2.2392, 6.1677)  -0.731
N (-0.1039, -0.5078, 5.4379)  -0.263
H (0.8852, -0.6001, 5.6204)  0.402
H (-0.4490, -1.4274, 5.6733)  0.348
H (-0.2570, -0.2851, 4.4647)  0.291
H (-0.6714, 1.1564, 8.3795)  0.358
H (0.1394, -0.3366, 7.9883)  0.381
H (-1.6816, -0.2579, 7.9252)  0.400
H (-1.5564, 1.0302, 5.9643)  0.320
H (0.2250, 2.6624, 6.5234)  0.491
H (0.3168, 1.9609, 4.9473)  0.417
H (2.3950, 3.2522, 6.3526)  0.294
H (3.0028, 2.2228, 5.1071)  0.307
H (3.6985, 2.0529, 6.6754)  0.274
C (3.5536, 5.5061, -5.9039)  -1.201
C (2.2579, 5.4679, -5.0616)  -0.087
C (1.9857, 6.8558, -4.4850)  -0.687
O (0.8269, 6.9111, -3.6923)  -0.357
C (1.0021, 7.7377, -2.5012)  -0.821
N (1.1596, 5.2142, -6.0999)  -0.353
H (1.2092, 6.0237, -6.7020)  0.346
H (1.2392, 4.3846, -6.6705)  0.346
H (0.2571, 5.0976, -5.6617)  0.339
H (3.7643, 4.4637, -6.1428)  0.398
H (4.4013, 5.8813, -5.3305)  0.370
H (3.3654, 6.1344, -6.7745)  0.418
H (2.1216, 4.5396, -4.5068)  0.446
H (1.8169, 7.6304, -5.2330)  0.388
H (2.8571, 7.1531, -3.9016)  0.480
H (0.0143, 8.1091, -2.2287)  0.296
H (1.3953, 8.7234, -2.7499)  0.371
H (1.3744, 7.2421, -1.6046)  0.308
C (3.7839, -6.4183, -2.4558)  -1.265
C (4.3859, -7.8487, -2.3862)  0.092
C (3.6878, -8.7110, -1.4024)  -0.765
O (2.3206, -8.9448, -1.7811)  -0.343
C (1.5397, -9.5632, -0.6896)  -0.762
N (4.2012, -8.4865, -3.8149)  -0.294
H (3.3858, -8.1458, -4.3039)  0.376
H (4.9866, -8.3241, -4.4287)  0.337
H (3.9729, -9.4612, -3.6815)  0.326
H (4.2698, -5.7498, -3.1665)  0.348
H (3.9706, -5.8512, -1.5439)  0.384
H (2.7427, -6.6272, -2.7016)  0.394
H (5.4574, -7.8487, -2.1862)  0.339
H (3.8208, -8.1522, -0.4760)  0.462
H (4.0296, -9.7388, -1.2802)  0.461
H (1.7739, -10.6158, -0.5310)  0.313
H (0.4641, -9.4267, -0.8016)  0.265
H (1.8381, -9.1146, 0.2580)  0.334
C (-6.0301, -1.7703, -6.1369)  -1.324
C (-4.5782, -1.9016, -6.5202)  0.131
C (-4.1090, -3.3212, -6.3524)  -0.833
O (-4.7095, -4.0458, -7.3830)  -0.301
C (-4.3328, -5.4178, -7.5630)  -0.787
N (-4.2772, -1.2447, -7.8701)  -0.261
H (-3.2766, -1.2187, -8.0050)  0.356
H (-4.8030, -1.6505, -8.6311)  0.324
H (-4.5223, -0.2650, -7.8627)  0.350
H (-6.2439, -0.7016, -6.1512)  0.403
H (-6.2065, -2.1628, -5.1354)  0.391
H (-6.7966, -2.2280, -6.7623)  0.341
H (-3.8692, -1.2878, -5.9647)  0.421
H (-4.3090, -3.6872, -5.3454)  0.446
H (-3.0237, -3.4177, -6.3231)  0.437
H (-4.7776, -5.8840, -8.4422)  0.274
H (-4.5330, -6.1430, -6.7743)  0.317
H (-3.2473, -5.4479, -7.6567)  0.316
C (11.6152, -1.3198, -0.8795)  -1.387
C (10.8472, -2.5701, -1.4390)  0.076
C (9.4276, -2.6639, -0.7263)  -0.654
O (9.6529, -3.2241, 0.6362)  -0.318
C (8.3703, -3.4902, 1.2447)  -0.781
N (10.7399, -2.3046, -2.9722)  -0.312
H (10.0981, -1.5490, -3.1654)  0.328
H (11.6052, -2.0674, -3.4359)  0.364
H (10.4012, -3.0638, -3.5458)  0.352
H (11.2285, -0.3412, -1.1637)  0.453
H (12.6595, -1.3752, -1.1867)  0.440
H (11.6863, -1.5089, 0.1916)  0.356
H (11.4549, -3.4658, -1.3099)  0.294
H (8.5761, -3.1190, -1.2323)  0.451
H (9.0146, -1.6602, -0.6253)  0.410
H (7.6784, -4.1551, 0.7276)  0.288
H (7.7555, -2.6089, 1.4277)  0.326
H (8.5322, -4.0005, 2.1942)  0.306
C (-8.0249, 6.8733, 1.2493)  -1.570
C (-7.3371, 6.8355, 2.6319)  0.340
C (-6.0936, 7.7102, 2.7509)  -0.641
O (-5.2736, 7.4440, 3.9076)  -0.375
C (-4.2677, 6.4635, 3.8074)  -0.599
N (-8.3625, 7.3371, 3.6241)  -0.246
H (-8.0988, 6.9262, 4.5083)  0.341
H (-8.6888, 8.2890, 3.7102)  0.334
H (-9.1954, 6.9234, 3.2302)  0.355
H (-9.0120, 6.4243, 1.1396)  0.511
H (-7.4044, 6.2956, 0.5641)  0.369
H (-8.0875, 7.8911, 0.8640)  0.384
H (-7.1636, 5.7803, 2.8426)  0.202
H (-6.2788, 8.7721, 2.5890)  0.400
H (-5.6267, 7.3440, 1.8365)  0.393
H (-4.7680, 5.5920, 3.3852)  0.303
H (-3.9352, 6.2891, 4.8306)  0.240
H (-3.3671, 6.7269, 3.2527)  0.258
C (-10.9701, -5.6063, -3.0669)  -1.137
C (-12.1233, -6.6874, -2.8145)  0.009
C (-11.9974, -7.2369, -1.3384)  -0.695
O (-12.6673, -6.3940, -0.3408)  -0.345
C (-11.8133, -5.7395, 0.5794)  -0.692
N (-13.5192, -6.0668, -3.1144)  -0.287
H (-13.7071, -5.3284, -2.4515)  0.332
H (-13.5705, -5.6148, -4.0162)  0.335
H (-14.1896, -6.8126, -2.9940)  0.360
H (-10.0522, -6.0585, -3.4424)  0.338
H (-10.7592, -5.0784, -2.1368)  0.234
H (-11.3257, -5.0454, -3.9312)  0.400
H (-12.0133, -7.4398, -3.5955)  0.405
H (-10.9661, -7.5572, -1.1903)  0.408
H (-12.5129, -8.1926, -1.4328)  0.450
H (-11.4315, -4.8393, 0.0978)  0.284
H (-11.1333, -6.4288, 1.0799)  0.330
H (-12.5718, -5.5230, 1.3317)  0.272
C (8.4655, 3.6868, -2.8325)  -0.720
C (9.0312, 2.9092, -3.9953)  0.519
O (8.3732, 1.8781, -4.2390)  -0.743
O (10.1920, 3.1668, -4.4258)  -0.721
H (8.4198, 4.7745, -2.8870)  0.257
H (9.0487, 3.3465, -1.9768)  0.156
H (7.4702, 3.2585, -2.7144)  0.262

***

- Which of these has the lowest gap between HOMO and LUMO?
  C38H99F12N10O18S4

***

- What is the gap between HOMO and LUMO in the first record?
  11.86 eV

***

- What is the formula in the third record?
  C5H12N